Entry 1:
# C34H94N6O10

A cluster of 10 separate species, C34H94N6O10 in total in a non-equilibrium geometry (ωB97M-V/def2-TZVPD, OMol25).

Calculated values
LUMO level ... 0.365 eV
Orbital gap ... 9.166 eV
Energy relative to the best compared isomer or geometry (same formula, charge and spin) ... 26.2 kcal/mol
Structure (SMILES) ... COC[C@H](C)N.COC[C@H](C)N.COC[C@H](C)N.COC[C@H](C)N.COC[C@H](C)N.COC[C@H](C)N.CC(C)O.CC(C)O.CC(C)O.CO

ORCA input file:
```
! RIJCOSX wB97M-V def2-TZVPD def2/J DEFGRID3
* xyz 0 1
C -0.290 3.818 -3.047
O -0.485 3.490 -1.671
C -0.386 4.624 -0.806
C 0.945 5.500 -0.846
C 2.305 4.758 -0.557
N 0.859 6.621 0.125
H 0.743 4.149 -3.155
H -0.962 4.611 -3.375
H -0.524 2.892 -3.571
H -1.274 5.217 -1.026
H -0.576 4.225 0.190
H 1.044 5.996 -1.811
H 3.154 5.240 -1.041
H 2.309 3.766 -1.009
H 2.569 4.576 0.484
H 1.733 7.127 0.136
H 0.811 6.262 1.068
C -4.550 2.061 -4.420
O -5.258 1.340 -3.429
C -5.277 2.036 -2.139
C -5.466 1.104 -0.915
C -4.850 -0.275 -1.046
N -6.847 0.867 -0.586
H -3.474 2.170 -4.286
H -4.926 3.078 -4.533
H -4.741 1.616 -5.396
H -4.295 2.504 -2.075
H -5.929 2.908 -2.088
H -5.013 1.584 -0.047
H -3.780 -0.260 -1.257
H -5.268 -0.812 -1.898
H -4.912 -0.858 -0.128
H -7.307 0.505 -1.408
H -6.955 0.118 0.083
C 6.161 0.579 -0.841
O 4.794 0.638 -0.525
C 4.494 0.510 0.850
C 3.029 0.368 1.250
C 2.709 0.348 2.767
N 2.563 -0.918 0.725
H 6.252 0.643 -1.926
H 6.633 -0.351 -0.524
H 6.731 1.341 -0.310
H 4.992 -0.360 1.277
H 4.976 1.279 1.453
H 2.510 1.140 0.681
H 1.626 0.383 2.878
H 3.127 1.276 3.159
H 3.142 -0.534 3.239
H 3.213 -1.663 0.931
H 2.601 -0.911 -0.285
C -0.673 -2.045 3.997
O -1.078 -3.406 4.166
C -0.001 -4.269 4.246
C -0.507 -5.537 4.895
C 0.520 -6.585 5.181
N -1.441 -6.188 3.949
H -1.542 -1.391 3.929
H -0.184 -1.850 3.042
H -0.168 -1.598 4.853
H 0.437 -4.460 3.267
H 0.729 -3.839 4.932
H -0.999 -5.236 5.821
H 0.083 -7.403 5.755
H 1.383 -6.299 5.783
H 0.916 -6.941 4.230
H -0.969 -6.361 3.073
H -1.992 -5.428 3.577
C 0.377 -3.335 -2.050
O 0.145 -4.501 -1.203
C 0.929 -4.351 0.003
C 0.982 -5.623 0.852
C 1.672 -6.798 0.033
N -0.360 -6.110 1.062
H -0.127 -2.530 -1.514
H -0.165 -3.494 -2.982
H 1.408 -3.198 -2.376
H 1.914 -3.972 -0.267
H 0.488 -3.518 0.551
H 1.505 -5.476 1.797
H 2.635 -6.533 -0.405
H 1.013 -7.183 -0.746
H 1.780 -7.622 0.738
H -1.024 -5.412 1.365
H -0.666 -6.217 0.106
C 5.469 0.337 -5.423
O 4.250 -0.185 -5.022
C 3.432 0.601 -4.186
C 2.386 -0.285 -3.498
C 1.539 0.372 -2.410
N 3.159 -1.396 -2.913
H 6.239 0.065 -4.701
H 5.414 1.388 -5.708
H 5.613 -0.270 -6.317
H 3.957 1.090 -3.366
H 2.946 1.415 -4.726
H 1.688 -0.704 -4.223
H 1.010 1.269 -2.734
H 2.118 0.591 -1.513
H 0.775 -0.348 -2.116
H 3.698 -1.633 -3.734
H 3.825 -0.889 -2.348
C -3.489 1.422 4.514
C -4.412 1.570 3.249
C -4.990 0.237 2.784
O -5.402 2.495 3.658
H -4.080 1.049 5.351
H -3.004 2.343 4.834
H -2.665 0.760 4.249
H -3.808 1.910 2.408
H -5.491 -0.399 3.514
H -4.167 -0.356 2.384
H -5.681 0.289 1.943
H -6.030 2.496 2.932
C 0.611 3.215 3.850
C 1.557 4.415 4.079
C 2.971 4.130 3.791
O 1.103 5.537 3.290
H 0.909 2.348 4.439
H 0.534 2.951 2.796
H -0.414 3.394 4.176
H 1.480 4.628 5.145
H 3.014 3.786 2.758
H 3.396 3.335 4.403
H 3.612 4.998 3.946
H 0.183 5.785 3.408
C -1.083 -0.020 -5.632
C -1.313 -1.093 -4.543
C -2.254 -0.623 -3.479
O -1.795 -2.278 -5.182
H -2.020 0.365 -6.034
H -0.619 -0.570 -6.451
H -0.457 0.772 -5.222
H -0.327 -1.320 -4.139
H -3.276 -0.443 -3.811
H -1.822 0.307 -3.110
H -2.232 -1.328 -2.647
H -2.735 -2.154 -5.330
C -0.705 0.766 0.531
O -0.341 -0.498 0.930
H -1.498 1.085 1.208
H 0.093 1.502 0.630
H -1.177 0.717 -0.450
H 0.606 -0.559 0.788
*
```

Entry 2:
# C8H16BINO2

The ion C8H16BINO2 with charge -1 (ωB97M-V/def2-TZVPD, OMol25).

Calculated values
LUMO level ... 2.603 eV
Orbital gap ... 6.817 eV
Energy relative to the best compared isomer or geometry (same formula, charge and spin) ... 0.0 kcal/mol

ORCA input file:
```
! RIJCOSX wB97M-V def2-TZVPD def2/J DEFGRID3
* xyz -1 1
C 3.899 1.238 0.073
C 3.115 -0.046 -0.247
C 1.623 0.164 -0.478
I 1.417 1.252 -2.352
C 0.822 -1.152 -0.342
C -0.390 -1.411 -1.262
O -1.438 -1.822 -0.445
B -1.159 -1.447 0.975
C -1.977 -0.143 1.600
C -2.661 0.918 0.774
C -3.067 0.583 -0.640
N -2.905 2.062 1.289
O 0.323 -1.173 0.962
H 4.312 1.204 1.083
H 4.726 1.394 -0.620
H 3.255 2.117 0.011
H 3.188 -0.744 0.592
H 3.543 -0.544 -1.120
H 1.234 0.841 0.282
H 1.554 -1.974 -0.409
H -0.153 -2.180 -2.012
H -0.655 -0.508 -1.832
H -1.393 -2.423 1.716
H -1.260 0.401 2.226
H -2.741 -0.505 2.300
H -2.186 0.551 -1.285
H -3.757 1.337 -1.030
H -3.516 -0.410 -0.694
H -3.388 2.650 0.606
*
```

Entry 3:
# C40H50Cl2FeN10

A structure of composition C40H50Cl2FeN10 in a non-equilibrium geometry (ωB97M-V/def2-TZVPD, OMol25).

Calculated values
LUMO level (spin up / spin down) ... 0.539 / 0.064 eV
Orbital gap (spin up / spin down) ... 8.504 / 8.029 eV
⟨S²⟩ ... 6.010

ORCA input file:
```
! RIJCOSX wB97M-V def2-TZVPD def2/J DEFGRID3
* xyz 0 5
Fe -6.289 -13.395 -16.347
Cl -5.003 -12.941 -14.442
Cl -8.484 -13.161 -16.620
N -3.659 -12.238 -17.792
C -3.304 -13.031 -18.838
C -4.461 -13.241 -19.526
C -5.503 -12.480 -18.983
C -4.961 -11.904 -17.846
H -2.943 -11.830 -17.200
H -2.415 -13.564 -18.929
H -4.503 -13.837 -20.462
H -6.500 -12.437 -19.332
H -5.329 -11.100 -17.160
N -6.862 -16.632 -16.334
C -6.302 -15.769 -17.229
C -4.967 -15.704 -16.929
C -4.711 -16.491 -15.826
C -5.912 -17.075 -15.476
H -7.807 -16.947 -16.510
H -6.804 -15.222 -18.044
H -4.320 -15.126 -17.573
H -3.868 -16.908 -15.354
H -6.245 -17.739 -14.681
N -7.833 -15.674 -12.150
C -8.340 -15.647 -13.432
C -9.574 -14.990 -13.362
C -9.728 -14.466 -12.021
C -8.710 -15.017 -11.299
H -6.966 -16.169 -11.974
H -7.902 -16.189 -14.201
H -10.174 -14.700 -14.183
H -10.517 -13.831 -11.696
H -8.351 -14.941 -10.310
N -1.240 -14.710 -12.856
C -1.490 -14.650 -14.164
C -0.734 -13.649 -14.749
C 0.009 -13.082 -13.693
C -0.343 -13.755 -12.513
H -1.693 -15.443 -12.296
H -2.116 -15.422 -14.632
H -0.660 -13.392 -15.755
H 0.753 -12.370 -13.881
H 0.052 -13.563 -11.488
N -5.528 -12.092 -11.532
C -4.133 -12.037 -11.332
C -3.875 -11.783 -10.028
C -5.103 -11.736 -9.311
C -6.083 -11.895 -10.277
H -5.978 -12.147 -12.359
H -3.392 -12.167 -12.105
H -2.913 -11.733 -9.535
H -5.201 -11.593 -8.216
H -7.141 -11.835 -10.087
N -7.197 -9.985 -16.236
C -6.039 -9.239 -16.229
C -5.929 -8.554 -17.416
C -7.032 -8.980 -18.221
C -7.805 -9.797 -17.467
H -7.515 -10.383 -15.352
H -5.397 -9.226 -15.351
H -5.154 -7.829 -17.680
H -7.205 -8.710 -19.200
H -8.769 -10.238 -17.553
N -1.375 -10.228 -14.835
C -2.586 -9.712 -15.273
C -2.379 -9.325 -16.593
C -1.038 -9.655 -16.939
C -0.446 -10.143 -15.836
H -1.179 -10.621 -13.909
H -3.405 -9.687 -14.606
H -3.181 -8.865 -17.215
H -0.560 -9.469 -17.865
H 0.540 -10.542 -15.723
N -4.910 -15.404 -10.253
C -4.613 -15.616 -11.607
C -4.117 -16.865 -11.780
C -4.031 -17.433 -10.476
C -4.595 -16.548 -9.574
H -5.316 -14.594 -9.926
H -4.742 -14.864 -12.339
H -3.796 -17.255 -12.733
H -3.726 -18.378 -10.108
H -4.597 -16.585 -8.503
N -8.752 -11.586 -13.063
C -8.183 -10.442 -12.570
C -8.938 -9.309 -12.915
C -10.026 -9.862 -13.636
C -9.939 -11.208 -13.633
H -8.373 -12.544 -12.917
H -7.263 -10.383 -12.053
H -8.671 -8.292 -12.702
H -10.842 -9.372 -14.045
H -10.504 -11.942 -14.208
N -5.353 -6.972 -10.754
C -5.119 -8.263 -11.094
C -4.992 -8.356 -12.438
C -5.125 -7.048 -12.985
C -5.448 -6.224 -11.930
H -5.444 -6.622 -9.803
H -5.101 -8.941 -10.229
H -4.882 -9.188 -13.094
H -5.089 -6.829 -14.037
H -5.571 -5.151 -11.903
*
```

Entry 4:
# C29H22FeN5O2

A structure of composition C29H22FeN5O2 (ωB97M-V/def2-TZVPD, OMol25).

Calculated values
LUMO level (spin up / spin down) ... -3.650 / -3.703 eV
Orbital gap (spin up / spin down) ... 6.837 / 6.852 eV
⟨S²⟩ ... 6.015
Energy relative to the best compared isomer or geometry (same formula, charge and spin) ... 0.0 kcal/mol

ORCA input file:
```
! RIJCOSX wB97M-V def2-TZVPD def2/J DEFGRID3
* xyz 1 5
Fe 1.832 -1.054 2.792
C 2.466 -3.186 5.028
O 1.672 -2.868 3.859
C 0.432 -3.509 3.682
C 0.212 -4.819 4.059
C -1.041 -5.374 3.838
C -2.051 -4.629 3.240
C -1.813 -3.323 2.845
C -0.563 -2.763 3.054
N -0.166 -1.447 2.712
N -0.987 -0.731 2.074
C -0.652 0.568 1.827
C 0.407 1.265 2.459
O 1.302 0.702 3.230
C 0.518 2.674 2.256
C -0.297 3.315 1.387
C -1.314 2.633 0.651
C -2.109 3.315 -0.291
C -3.087 2.654 -0.984
C -3.301 1.287 -0.739
C -2.538 0.604 0.175
C -1.521 1.264 0.889
H 1.945 -3.903 5.653
H 2.619 -2.268 5.591
H 3.417 -3.598 4.699
H 0.998 -5.416 4.500
H -1.223 -6.398 4.134
H -3.026 -5.069 3.081
H -2.582 -2.722 2.380
H 1.293 3.193 2.804
H -0.179 4.382 1.228
H -1.934 4.372 -0.458
H -3.692 3.177 -1.712
H -4.079 0.764 -1.280
H -2.707 -0.449 0.348
N 1.305 2.200 -3.356
C 0.725 2.369 -4.598
C 0.685 3.451 -5.477
C 0.006 3.252 -6.658
C -0.616 2.023 -6.960
C -0.572 0.963 -6.085
C 0.113 1.145 -4.880
N 0.313 0.258 -3.836
C 1.017 0.921 -2.962
C 1.450 0.340 -1.689
C 1.008 -0.938 -1.355
C 1.357 -1.470 -0.139
N 2.114 -0.813 0.755
C 2.588 0.394 0.412
C 2.280 1.000 -0.788
H 1.811 2.897 -2.840
H 1.161 4.396 -5.250
H -0.052 4.059 -7.376
H -1.135 1.918 -7.903
H -1.047 0.017 -6.309
H 0.374 -1.482 -2.041
H 0.994 -2.445 0.162
H 3.199 0.912 1.140
H 2.670 1.990 -0.982
*
```

Entry 5:
# C5H5FIrLiO4

A structure of composition C5H5FIrLiO4 in a non-equilibrium geometry (ωB97M-V/def2-TZVPD, OMol25).

Calculated values
LUMO level (spin up / spin down) ... -13.642 / -17.193 eV
Orbital gap (spin up / spin down) ... 6.608 / 5.294 eV
⟨S²⟩ ... 8.768
Energy relative to the best compared isomer or geometry (same formula, charge and spin) ... 93.9 kcal/mol

ORCA input file:
```
! RIJCOSX wB97M-V def2-TZVPD def2/J DEFGRID3
* xyz 3 6
H -0.049 -1.486 1.305
O -0.777 -0.238 -0.242
O -2.839 -0.645 0.315
O -2.297 1.403 -0.529
C -0.770 -1.451 0.491
C -2.091 -1.773 0.605
C -2.049 0.293 -0.189
H -2.587 -2.571 1.147
C 2.500 1.234 0.808
C 2.331 -0.226 0.688
O 2.111 -0.413 -0.686
Li 3.070 -1.629 -1.642
Ir 0.689 0.655 -1.188
F 1.335 1.840 0.302
H 2.866 1.765 1.683
H 2.312 -1.487 1.058
H 1.829 -0.355 1.675
*
```

Entry 6:
# C35H29ClIrN3O5PSTe

A structure of composition C35H29ClIrN3O5PSTe in a non-equilibrium geometry (ωB97M-V/def2-TZVPD, OMol25).

Calculated values
LUMO level (spin up / spin down) ... -7.826 / -7.737 eV
Orbital gap (spin up / spin down) ... 5.043 / 5.106 eV
⟨S²⟩ ... 0.767
Energy relative to the best compared isomer or geometry (same formula, charge and spin) ... 119.4 kcal/mol

ORCA input file:
```
! RIJCOSX wB97M-V def2-TZVPD def2/J DEFGRID3
* xyz 2 2
Ir -0.539 -0.636 -0.686
O 0.135 2.372 2.201
C -0.170 2.305 0.999
O 0.428 1.519 0.196
C -1.256 3.130 0.425
C -1.795 4.191 1.145
C -2.789 4.967 0.577
C -3.251 4.672 -0.698
C -2.724 3.608 -1.415
C -1.716 2.824 -0.863
P -0.885 1.516 -1.821
C 0.368 2.493 -2.712
C 1.688 2.621 -2.294
C 2.562 3.424 -3.005
C 2.128 4.105 -4.129
C 0.809 3.994 -4.540
C -0.073 3.197 -3.836
C -2.059 0.966 -3.107
C -1.600 0.630 -4.384
C -2.492 0.176 -5.338
C -3.833 0.019 -5.021
C -4.281 0.292 -3.738
C -3.397 0.741 -2.774
H -1.412 4.404 2.130
H -3.198 5.805 1.120
H -4.032 5.274 -1.139
H -3.097 3.401 -2.407
H 2.047 2.102 -1.423
H 3.588 3.509 -2.684
H 2.814 4.723 -4.687
H 0.460 4.524 -5.414
H -1.100 3.124 -4.164
H -0.556 0.752 -4.635
H -2.146 -0.056 -6.333
H -4.528 -0.315 -5.775
H -5.318 0.145 -3.487
H -3.740 0.951 -1.770
S -1.427 -2.223 3.575
C -2.505 -0.920 3.298
C -2.424 -0.500 2.010
N -1.539 -1.197 1.249
C -0.947 -2.135 1.942
H -3.143 -0.557 4.077
H -3.000 0.294 1.571
H -0.217 -2.805 1.530
O 3.230 0.141 -0.133
N 2.188 -0.391 -0.437
O 1.734 -0.399 -1.573
O 1.511 -0.957 0.471
Cl -2.837 -6.012 -1.364
C -2.073 -4.670 -2.108
C -1.740 -4.676 -3.459
C -1.117 -3.556 -3.982
C -0.845 -2.478 -3.156
N -1.170 -2.474 -1.864
C -1.768 -3.542 -1.349
H -1.961 -5.536 -4.072
H -0.831 -3.525 -5.022
H -0.341 -1.598 -3.527
H -2.019 -3.523 -0.300
C 1.652 0.878 4.246
Te 2.292 1.104 2.205
C 3.841 -0.294 2.844
C 3.863 -0.279 4.319
C 4.956 -0.767 5.037
C 4.883 -0.880 6.409
C 3.746 -0.450 7.094
C 2.684 0.101 6.396
C 2.733 0.200 5.014
H 0.721 0.304 4.259
H 1.414 1.861 4.657
H 4.806 -0.079 2.388
H 3.494 -1.261 2.462
H 5.839 -1.091 4.510
H 5.703 -1.313 6.957
H 3.705 -0.524 8.170
H 1.826 0.476 6.932
*
```

Which DFT total energy belongs to each record? In order, -2432.52214 -842.29875 -4285.83984 -2806.10234 -704.50023 -3462.96019 Eh.